This record from the Open Molecules 2025 dataset describes a cluster of 11 separate species, C27H76O21S11 in total at a distorted geometry. The level of theory is wB97M-V/def2-TZVPD.

## Properties
- energy relative to the best compared isomer or geometry (same formula, charge and spin) (eV) = 0.000
- charge = 0
- LUMO energy (eV) = -0.5

Last columns: bonded neighbours and bond lengths (Å).
Geometry (Å):
1 C -2.91 1.91 -4.10  C50 1.520, H66 1.090, H76 1.090, H99 1.089
2 H 6.62 -2.23 1.27  C4 1.088
3 H -0.24 -7.43 -2.92  C48 1.091
4 C 6.57 -2.78 2.20  H2 1.088, H7 1.089, H10 1.085, S56 1.820
5 H -1.73 2.36 3.13  C83 1.092
6 C 2.40 3.07 -1.71  H28 1.088, H30 1.087, S43 1.833, H65 1.093
7 H 7.43 -2.50 2.82  C4 1.089
8 H 5.19 2.69 -1.03  C16 1.088
9 H -3.20 -1.48 1.60  C55 1.092
10 H 6.54 -3.85 2.02  C4 1.085
11 H -0.61 4.44 -1.72  C132 1.091
12 O 0.14 -3.77 -0.42  S115 1.436
13 H -1.33 -1.45 4.96  C102 1.093
14 H -0.92 0.08 1.66  C118 1.093
15 H 7.10 -1.09 -3.63  C37 1.088
16 C 5.05 3.59 -1.62  H8 1.088, S43 1.817, H63 1.090, H70 1.090
17 C 0.92 3.52 3.74  H40 1.083, S72 1.822, H114 1.096, H127 1.082
18 H -3.69 4.62 0.57  C20 1.091
19 H -0.30 -5.07 -2.44  C46 1.091
20 C -3.49 5.63 0.20  H18 1.091, H33 1.091, S120 1.790, H125 1.093
21 H -5.52 -0.48 2.25  C106 1.094
22 H -4.72 0.91 -3.43  C50 1.094
23 H -3.68 -4.91 -4.22  C44 1.086
24 H -0.03 -6.39 -4.32  C48 1.094
25 S 5.21 -1.35 -2.23  C37 1.818, O38 1.438, O68 1.652, O74 1.446
26 S 1.03 0.19 0.30  O31 1.520, C117 1.820, C118 1.815
27 H 1.32 -7.27 -3.79  C48 1.092
28 H 2.25 3.96 -1.09  C6 1.088
29 H 1.72 -0.81 -5.18  C85 1.095
30 H 1.48 2.76 -2.20  C6 1.087
31 O 2.06 -0.85 -0.12  S26 1.520
32 C -0.86 1.88 6.59  H36 1.090, S64 1.834, H108 1.089, H121 1.088
33 H -4.41 6.21 0.27  C20 1.091
34 H -0.46 -0.78 -1.20  C117 1.094
35 H 1.32 -4.84 -3.16  C46 1.096
36 H -1.65 2.22 5.93  C32 1.090
37 C 6.12 -1.52 -3.80  H15 1.088, S25 1.818, H39 1.091, H100 1.083
38 O 5.07 0.05 -1.98  S25 1.438
39 H 6.33 -2.58 -3.93  C37 1.091
40 H 1.97 3.34 3.92  C17 1.083
41 O -1.24 -3.98 -5.08  S112 1.517
42 C 2.85 -0.92 -3.38  O68 1.450, H69 1.091, H77 1.096, C85 1.524
43 S 3.77 3.36 -2.89  C6 1.833, C16 1.817, O111 1.505
44 C -3.81 -3.85 -4.40  H23 1.086, H82 1.092, H109 1.089, S112 1.811
45 H 1.57 -2.32 -4.39  C85 1.088
46 C 0.70 -5.50 -2.54  H19 1.091, H35 1.096, C48 1.527, O116 1.404
47 H 0.54 -0.55 2.52  C118 1.088
48 C 0.45 -6.73 -3.40  H3 1.091, H24 1.094, H27 1.092, C46 1.527
49 O -4.06 0.48 3.39  S93 1.610, C106 1.444
50 C -3.67 1.00 -3.14  C1 1.520, H22 1.094, O75 1.431, H107 1.091
51 H -2.06 3.18 1.58  C83 1.082
52 H 3.14 -1.86 -5.29  C85 1.086
53 H -6.35 3.10 3.75  C80 1.085
54 S -3.95 0.63 -0.55  O75 1.607, O90 1.434, C128 1.821, O131 1.445
55 C -3.75 -1.70 2.51  H9 1.092, H98 1.090, C106 1.494, H123 1.098
56 S 5.10 -2.31 3.17  C4 1.820, O62 1.440, O81 1.432, O101 1.640
57 H -2.55 -2.11 -2.29  C71 1.091
58 H 0.29 0.68 -1.88  C117 1.088
59 C 4.55 -0.17 1.76  H86 1.087, O101 1.450, C105 1.515, H135 1.090
60 H 4.62 1.55 0.64  C105 1.091
61 H -1.16 0.78 -0.78  C117 1.087
62 O 3.97 -2.82 2.44  S56 1.440
63 H 4.80 4.49 -1.05  C16 1.090
64 S -0.12 0.33 5.94  C32 1.834, O87 1.503, C102 1.797
65 H 2.75 2.25 -1.08  C6 1.093
66 H -1.89 1.97 -3.72  C1 1.090
67 H -5.28 -1.14 3.88  C106 1.092
68 O 3.73 -1.87 -2.74  S25 1.652, C42 1.450
69 H 3.26 0.09 -3.43  C42 1.091
70 H 5.99 3.82 -2.12  C16 1.090
71 C -1.89 -2.81 -2.81  H57 1.091, H97 1.091, S112 1.789, H130 1.086
72 S 0.28 3.03 2.11  C17 1.822, C83 1.828, O124 1.505
73 H 2.57 -3.35 -1.46  C113 1.085
74 O 5.68 -2.32 -1.26  S25 1.446
75 O -3.57 1.53 -1.82  C50 1.431, S54 1.607
76 H -3.32 2.92 -4.18  C1 1.090
77 H 2.07 -0.83 -2.62  C42 1.096
78 H -5.86 2.07 2.30  C80 1.085
79 H 3.58 -4.56 -0.67  C113 1.086
80 C -6.16 2.12 3.34  H53 1.085, H78 1.085, S93 1.823, H122 1.088
81 O 5.33 -2.60 4.55  S56 1.432
82 H -4.24 -3.76 -5.40  C44 1.092
83 C -1.50 3.22 2.50  H5 1.092, H51 1.082, S72 1.828, H104 1.091
84 H -2.42 -0.55 5.95  C102 1.090
85 C 2.31 -1.57 -4.65  H29 1.095, C42 1.524, H45 1.088, H52 1.086
86 H 3.47 -0.29 1.86  C59 1.087
87 O 0.82 0.69 4.83  S64 1.503
88 H 5.99 1.46 1.78  C105 1.092
89 H -6.04 0.66 -1.64  C128 1.087
90 O -3.64 -0.74 -0.87  S54 1.434
91 H -1.88 0.08 4.33  C102 1.089
92 O -3.90 2.59 4.64  S93 1.442
93 S -4.80 1.49 4.39  O49 1.610, C80 1.823, O92 1.442, O94 1.441
94 O -5.41 0.77 5.48  S93 1.441
95 O -2.20 7.00 -1.64  S120 1.501
96 H -6.27 0.14 0.07  C128 1.086
97 H -2.12 -3.79 -2.40  C71 1.091
98 H -3.03 -2.00 3.27  C55 1.090
99 H -2.95 1.52 -5.12  C1 1.089
100 H 5.52 -1.16 -4.62  C37 1.083
101 O 5.13 -0.68 2.99  S56 1.640, C59 1.450
102 C -1.59 -0.43 5.25  H13 1.093, S64 1.797, H84 1.090, H91 1.089
103 H -0.35 -1.54 1.28  C118 1.092
104 H -1.67 4.09 3.13  C83 1.091
105 C 4.92 1.30 1.66  C59 1.515, H60 1.091, H88 1.092, H110 1.089
106 C -4.77 -0.72 3.01  H21 1.094, O49 1.444, C55 1.494, H67 1.092
107 H -3.22 0.01 -3.19  C50 1.091
108 H -1.28 1.74 7.59  C32 1.089
109 H -4.40 -3.25 -3.70  C44 1.089
110 H 4.47 1.94 2.41  C105 1.089
111 O 3.63 4.72 -3.50  S43 1.505
112 S -2.24 -2.96 -4.56  O41 1.517, C44 1.811, C71 1.789
113 C 2.77 -3.85 -0.52  H73 1.085, H79 1.086, S115 1.810, H126 1.086
114 H 0.77 4.61 3.72  C17 1.096
115 S 1.22 -4.68 -0.12  O12 1.436, C113 1.810, O116 1.624, O134 1.429
116 O 1.24 -5.81 -1.28  C46 1.404, S115 1.624
117 C -0.23 0.27 -1.01  S26 1.820, H34 1.094, H58 1.088, H61 1.087
118 C -0.02 -0.54 1.59  H14 1.093, S26 1.815, H47 1.088, H103 1.092
119 H -1.86 3.40 -1.06  C132 1.091
120 S -2.82 5.64 -1.46  C20 1.790, O95 1.501, C132 1.813
121 H -0.01 2.55 6.68  C32 1.088
122 H -6.99 1.44 3.54  C80 1.088
123 H -4.21 -2.66 2.25  C55 1.098
124 O 0.78 3.99 1.06  S72 1.505
125 H -2.80 6.15 0.87  C20 1.093
126 H 2.96 -3.15 0.28  C113 1.086
127 H 0.23 3.05 4.43  C17 1.082
128 C -5.76 0.83 -0.60  S54 1.821, H89 1.087, H96 1.086, H133 1.088
129 H -1.07 4.68 -0.13  C132 1.093
130 H -0.85 -2.54 -2.65  C71 1.086
131 O -3.39 1.34 0.57  S54 1.445
132 C -1.51 4.44 -1.10  H11 1.091, H119 1.091, S120 1.813, H129 1.093
133 H -5.99 1.86 -0.34  C128 1.088
134 O 1.33 -5.30 1.16  S115 1.429
135 H 4.88 -0.73 0.89  C59 1.090